[1]
Formula: C48H63GeN2P2PdSi3Te
Source: OMol25
Level of theory: the ωB97M-V functional and the def2-TZVPD basis

Positions of all 121 atoms, in Å:
Pd1 0.16 -0.87 -0.26
Te1 -0.94 4.35 0.26
C1 -0.79 4.97 -1.77
C2 -1.92 5.32 -2.50
C3 -1.78 5.65 -3.84
N1 -0.62 5.65 -4.48
C4 0.47 5.34 -3.77
C5 0.44 5.01 -2.43
C6 -0.43 2.35 0.09
P1 -1.55 1.03 0.02
C7 -3.10 1.49 0.91
C8 -2.97 2.17 2.12
C9 -4.07 2.59 2.84
C10 -5.35 2.34 2.36
C11 -5.50 1.67 1.15
C12 -4.39 1.26 0.43
C13 -2.28 0.73 -1.64
C14 -2.31 1.72 -2.62
C15 -3.00 1.52 -3.80
C16 -3.71 0.34 -4.00
C17 -3.70 -0.64 -3.02
C18 -2.98 -0.45 -1.86
P2 1.21 1.68 0.19
C19 1.64 1.08 -1.50
C20 1.09 1.64 -2.66
C21 1.43 1.15 -3.91
C22 2.34 0.10 -4.02
C23 2.89 -0.46 -2.88
C24 2.54 0.03 -1.63
C25 2.37 3.09 0.33
C26 2.42 3.77 1.54
C27 3.28 4.84 1.73
C28 4.14 5.22 0.70
C29 4.12 4.53 -0.50
C30 3.25 3.47 -0.69
H1 -2.90 5.30 -2.04
H2 -2.65 5.91 -4.42
H3 1.41 5.36 -4.31
H4 1.36 4.78 -1.90
H5 -1.98 2.38 2.50
H6 -3.93 3.12 3.77
H7 -6.22 2.67 2.92
H8 -6.49 1.48 0.76
H9 -4.55 0.77 -0.52
H10 -1.80 2.66 -2.44
H11 -3.01 2.30 -4.56
H12 -4.27 0.19 -4.92
H13 -4.25 -1.56 -3.17
H14 -2.97 -1.23 -1.10
H15 0.38 2.45 -2.56
H16 0.99 1.59 -4.79
H17 2.60 -0.29 -5.00
H18 3.57 -1.30 -2.95
H19 2.98 -0.41 -0.74
H20 1.75 3.48 2.35
H21 3.29 5.36 2.67
H22 4.82 6.05 0.84
H23 4.79 4.82 -1.30
H24 3.25 2.94 -1.63
C31 -0.74 -3.87 4.02
Si1 -0.33 -3.49 2.22
C32 -1.91 -3.51 1.20
C33 0.80 -4.89 1.67
Ge1 0.61 -1.25 2.16
Si2 -0.59 -0.05 3.88
C34 -2.42 -0.47 3.76
C35 0.00 -0.64 5.57
C36 -0.22 1.80 3.88
Si3 2.92 -1.12 2.90
C37 3.00 -2.36 4.32
C38 4.36 -1.55 1.78
C39 3.28 0.60 3.55
H25 -1.10 -4.90 4.06
H26 -1.50 -3.23 4.45
H27 0.15 -3.82 4.65
H28 -2.26 -4.54 1.07
H29 -1.74 -3.08 0.21
H30 -2.70 -2.94 1.69
H31 0.48 -5.79 2.19
H32 1.85 -4.71 1.91
H33 0.74 -5.07 0.60
H34 -2.58 -1.47 4.16
H35 -2.80 -0.44 2.74
H36 -3.01 0.23 4.35
H37 -0.15 -1.70 5.76
H38 -0.58 -0.08 6.31
H39 1.05 -0.40 5.75
H40 -0.12 2.22 2.88
H41 0.71 1.97 4.41
H42 -1.00 2.35 4.41
H43 2.89 -3.38 3.94
H44 2.24 -2.21 5.08
H45 3.98 -2.30 4.80
H46 4.38 -2.60 1.48
H47 5.27 -1.36 2.36
H48 4.42 -0.94 0.88
H49 2.51 0.96 4.24
H50 3.36 1.33 2.74
H51 4.23 0.59 4.09
C40 -1.80 -3.07 -4.95
N2 -1.09 -3.49 -3.76
C41 -1.97 -4.10 -2.78
C42 -0.28 -2.43 -3.17
C43 0.81 -3.00 -2.30
C44 1.58 -4.03 -2.84
C45 2.67 -4.55 -2.16
C46 3.00 -4.04 -0.91
C47 2.22 -3.04 -0.36
C48 1.11 -2.51 -1.03
H52 -2.34 -3.92 -5.37
H53 -1.09 -2.71 -5.69
H54 -2.53 -2.26 -4.77
H55 -2.47 -4.97 -3.22
H56 -2.74 -3.42 -2.41
H57 -1.38 -4.45 -1.93
H58 -0.88 -1.70 -2.61
H59 0.18 -1.88 -3.99
H60 1.31 -4.41 -3.81
H61 3.27 -5.33 -2.61
H62 3.85 -4.43 -0.36
H63 2.47 -2.66 0.61

ΔE to the lowest compared entry with this formula, charge and spin: 27.3 kcal/mol
HOMO energy (alpha / beta): -7.255 / -7.041 eV
maximum force: 1.18 eV Å⁻¹
multiplicity: 2
HOMO-LUMO gap (alpha / beta): 6.50 / 4.92 eV

=====

[2]
Formula: C40H50AlClNO2Se
Source: OMol25
Level of theory: the ωB97M-V functional and the def2-TZVPD basis

Positions of all 96 atoms, in Å:
Al1 -0.25 -0.08 0.43
C1 -0.10 4.61 6.61
C2 -0.34 3.10 6.79
C3 -1.59 2.89 7.64
C4 0.86 2.52 7.54
C5 -0.53 2.44 5.42
C6 0.30 1.44 4.94
C7 0.08 0.88 3.69
Se1 1.29 -0.44 3.02
C8 0.16 -1.99 3.06
C9 -0.05 -2.63 4.27
C10 -0.76 -3.82 4.35
C11 -1.18 -4.38 3.14
C12 -0.97 -3.78 1.90
C13 -0.35 -2.51 1.86
O1 -0.25 -1.84 0.72
C14 -1.36 -4.50 0.60
C15 -0.10 -4.71 -0.25
C16 -2.40 -3.71 -0.21
C17 -1.97 -5.88 0.88
C18 -1.02 -4.47 5.70
C19 0.31 -4.79 6.40
C20 -1.82 -5.77 5.58
C21 -1.83 -3.50 6.58
C22 -0.98 1.29 2.87
O2 -1.18 0.73 1.69
C23 -1.84 2.31 3.34
C24 -1.58 2.85 4.60
C25 -3.02 2.79 2.49
C26 -2.53 3.30 1.12
C27 -3.77 3.94 3.16
C28 -4.01 1.63 2.31
H1 0.03 5.09 7.58
H2 -0.94 5.08 6.10
H3 0.79 4.79 6.00
H4 -1.47 3.36 8.62
H5 -1.77 1.82 7.79
H6 -2.47 3.31 7.17
H7 0.96 3.02 8.51
H8 1.79 2.67 6.99
H9 0.74 1.45 7.73
H10 1.14 1.07 5.52
H11 0.36 -2.18 5.17
H12 -1.68 -5.33 3.17
H13 0.37 -3.76 -0.49
H14 -0.37 -5.21 -1.19
H15 0.62 -5.34 0.28
H16 -1.97 -2.79 -0.59
H17 -3.26 -3.45 0.41
H18 -2.74 -4.30 -1.05
H19 -1.28 -6.53 1.42
H20 -2.19 -6.37 -0.08
H21 -2.90 -5.82 1.44
H22 0.90 -5.48 5.79
H23 0.13 -5.24 7.38
H24 0.90 -3.88 6.55
H25 -1.27 -6.52 5.00
H26 -2.79 -5.61 5.11
H27 -1.99 -6.19 6.58
H28 -1.30 -2.56 6.72
H29 -2.02 -3.94 7.56
H30 -2.79 -3.27 6.11
H31 -2.23 3.63 4.96
H32 -1.80 4.10 1.25
H33 -3.38 3.69 0.56
H34 -2.07 2.51 0.54
H35 -3.13 4.81 3.31
H36 -4.20 3.65 4.12
H37 -4.60 4.24 2.51
H38 -3.53 0.78 1.83
H39 -4.85 1.96 1.68
H40 -4.40 1.32 3.28
C29 -3.89 0.25 -1.30
C30 -3.71 1.21 -2.34
C31 -2.46 1.60 -2.69
C32 -1.28 1.04 -2.07
N1 -1.50 0.16 -1.00
C33 -2.77 -0.21 -0.69
C34 0.00 1.32 -2.49
C35 0.26 2.34 -3.47
C36 1.48 2.58 -4.00
C37 2.60 1.75 -3.60
C38 2.47 0.80 -2.67
C39 1.18 0.53 -1.94
H41 -4.87 -0.08 -0.99
H42 -4.57 1.63 -2.85
H43 -2.34 2.30 -3.50
H44 -2.85 -0.89 0.15
H45 -0.55 2.99 -3.78
H46 1.63 3.38 -4.72
H47 3.57 1.92 -4.07
H48 3.32 0.20 -2.38
Cl1 1.60 2.40 0.08
C40 1.36 0.66 -0.41
H49 2.29 0.16 -0.13
H50 0.95 -0.54 -2.05

ΔE to the lowest compared entry with this formula, charge and spin: 3.3 kcal/mol
charge: -1
HOMO energy: -3.206 eV
maximum force: 0.12 eV Å⁻¹
HOMO-LUMO gap: 5.52 eV

=====

[3]
Formula: C27H33N3O4S2Tl
Source: OMol25
Level of theory: the ωB97M-V functional and the def2-TZVPD basis

Positions of all 70 atoms, in Å:
Tl1 -0.86 2.72 0.45
C1 -4.61 3.42 6.57
C2 -3.81 3.29 5.31
C3 -4.17 2.41 4.30
C4 -3.39 2.32 3.16
N1 -2.29 3.04 2.98
C5 -1.94 3.88 3.94
C6 -2.65 4.04 5.12
H1 -5.54 2.86 6.50
H2 -4.84 4.46 6.78
H3 -4.03 3.03 7.41
H4 -5.06 1.79 4.39
H5 -3.63 1.64 2.36
H6 -1.03 4.45 3.76
H7 -2.31 4.73 5.87
C7 2.64 -0.06 2.43
C8 1.33 0.72 2.59
C9 0.42 0.06 3.63
O1 0.69 0.81 1.33
H8 3.21 -0.06 3.36
H9 3.24 0.40 1.65
H10 2.44 -1.08 2.14
H11 1.55 1.75 2.90
H12 0.21 -0.96 3.33
H13 -0.52 0.60 3.69
H14 0.90 0.07 4.60
C10 -0.24 -5.05 0.02
C11 -1.02 -3.77 0.27
C12 -0.05 -2.59 0.47
N2 -0.73 -1.33 0.65
C13 -1.57 -0.82 -0.18
S1 -2.63 0.43 0.32
N3 -1.87 -1.26 -1.48
C14 -1.13 -1.66 -2.55
O2 -1.70 -2.04 -3.56
C15 0.36 -1.61 -2.48
C16 1.04 -0.57 -1.85
C17 2.43 -0.55 -1.86
C18 3.14 -1.55 -2.52
C19 2.46 -2.57 -3.17
C20 1.08 -2.59 -3.15
H15 -0.91 -5.90 -0.08
H16 0.43 -5.26 0.85
H17 0.35 -4.96 -0.89
H18 -1.65 -3.87 1.15
H19 -1.67 -3.57 -0.58
H20 0.65 -2.57 -0.37
H21 0.53 -2.75 1.38
H22 0.18 -0.04 1.17
H23 -2.84 -1.06 -1.73
H24 0.51 0.23 -1.35
H25 2.95 0.25 -1.38
H26 4.22 -1.51 -2.53
H27 3.00 -3.34 -3.70
H28 0.53 -3.38 -3.65
O3 4.19 -0.64 -5.70
C21 2.84 -0.49 -5.87
O4 2.29 -1.17 -6.71
C22 2.17 0.49 -5.02
C23 2.83 1.42 -4.20
C24 2.13 2.29 -3.41
C25 0.73 2.28 -3.38
S2 -0.14 3.42 -2.44
C26 0.06 1.35 -4.20
C27 0.77 0.48 -5.00
H29 4.50 -0.06 -5.00
H30 3.92 1.50 -4.20
H31 2.65 3.00 -2.79
H32 -1.02 1.32 -4.19
H33 0.26 -0.24 -5.62

ΔE to the lowest compared entry with this formula, charge and spin: 0.0 kcal/mol
charge: -1
HOMO energy: -3.839 eV
maximum force: 0.85 eV Å⁻¹
HOMO-LUMO gap: 5.99 eV

=====

[4]
Formula: C30H43N3O2
Source: OMol25
Level of theory: the ωB97M-V functional and the def2-TZVPD basis

Positions of all 78 atoms, in Å:
C1 1.92 -4.90 0.80
C2 1.51 -3.80 -0.26
C3 -0.02 -3.32 -0.05
C4 1.50 -4.55 -1.68
C5 2.52 -2.59 -0.42
C6 3.05 -1.93 0.91
C7 4.27 -2.73 1.59
C8 1.94 -1.69 2.02
C9 3.66 -0.48 0.60
C10 3.79 0.08 -0.77
C11 4.34 1.43 -1.04
C12 4.84 2.28 0.08
O1 5.35 3.56 -0.25
C13 4.23 4.33 -0.78
C14 3.04 4.45 0.28
O2 1.99 3.51 0.04
C15 0.72 4.11 -0.25
C16 0.00 3.12 -1.28
C17 -0.09 1.65 -0.68
C18 -0.74 1.68 0.72
N1 -1.21 1.43 1.75
C19 -0.75 0.62 -1.70
C20 -1.28 1.32 -3.00
N2 -1.75 1.88 -3.89
C21 -1.95 -0.23 -1.10
C22 -3.35 0.53 -1.17
C23 -4.39 0.02 -0.09
C24 -5.88 -0.02 -0.58
N3 -6.88 0.36 0.44
C25 -8.27 0.13 0.30
C26 -9.04 0.63 1.45
C27 -8.02 1.19 2.41
C28 -6.74 0.97 1.69
C29 4.76 1.74 1.45
C30 4.18 0.40 1.70
H1 3.04 -5.02 0.75
H2 1.63 -4.68 1.86
H3 1.46 -5.87 0.48
H4 -0.11 -2.34 -0.61
H5 -0.70 -4.05 -0.60
H6 -0.29 -3.25 1.03
H7 2.53 -5.02 -1.81
H8 1.38 -3.82 -2.52
H9 0.73 -5.38 -1.69
H10 2.01 -1.84 -1.10
H11 3.41 -2.96 -1.03
H12 3.86 -3.59 2.20
H13 4.85 -2.08 2.31
H14 4.97 -3.12 0.79
H15 1.08 -1.11 1.58
H16 2.31 -1.06 2.89
H17 1.52 -2.63 2.47
H18 3.43 -0.49 -1.66
H19 4.38 1.79 -2.09
H20 4.61 5.40 -0.91
H21 3.89 3.98 -1.79
H22 3.44 4.32 1.32
H23 2.67 5.52 0.22
H24 0.13 4.23 0.70
H25 0.81 5.09 -0.80
H26 -0.99 3.58 -1.53
H27 0.69 3.07 -2.17
H28 0.99 1.31 -0.55
H29 0.05 -0.12 -2.03
H30 -2.07 -1.13 -1.79
H31 -1.74 -0.67 -0.09
H32 -3.23 1.66 -1.15
H33 -3.76 0.30 -2.21
H34 -4.10 -1.02 0.25
H35 -4.23 0.67 0.83
H36 -6.19 -1.04 -0.96
H37 -6.00 0.69 -1.45
H38 -8.82 -0.35 -0.56
H39 -10.16 0.58 1.60
H40 -8.17 1.66 3.41
H41 -5.75 1.28 2.11
H42 5.15 2.34 2.31
H43 4.10 0.01 2.75

ΔE to the lowest compared entry with this formula, charge and spin: 108.9 kcal/mol
HOMO energy: -7.779 eV
maximum force: 4.58 eV Å⁻¹
HOMO-LUMO gap: 8.16 eV

=====

[5]
Formula: C20H33BrFN6O3
Source: OMol25
Level of theory: the ωB97M-V functional and the def2-TZVPD basis

Positions of all 64 atoms, in Å:
C1 6.33 -2.89 -0.97
C2 5.16 -2.42 -0.11
C3 3.82 -2.39 -0.81
O1 2.75 -2.51 -0.25
O2 3.94 -2.14 -2.12
C4 2.73 -2.13 -2.89
C5 2.10 -0.73 -2.97
C6 0.80 -0.62 -2.23
C7 -0.42 -1.09 -2.82
Br1 -0.32 -1.88 -4.54
C8 -1.64 -1.01 -2.23
C9 -2.90 -1.49 -2.89
C10 -1.68 -0.42 -0.94
N1 -2.86 -0.31 -0.30
C11 -2.87 0.23 0.89
C12 -4.25 0.37 1.48
C13 -4.77 1.78 1.56
F1 -4.35 -0.27 2.75
C14 -1.68 0.67 1.54
C15 -1.68 1.25 2.92
C16 -0.29 1.37 3.52
O3 -0.47 1.73 4.89
N2 -0.54 0.56 0.93
C17 -0.50 0.04 -0.33
C18 0.74 -0.04 -0.99
C19 1.96 0.52 -0.32
C20 2.18 2.05 -0.56
N3 1.40 2.55 -1.69
N4 1.75 2.79 0.63
N5 3.61 2.18 -0.90
H1 6.08 -3.81 -1.49
H2 6.58 -2.15 -1.72
H3 7.20 -3.09 -0.35
H4 5.04 -2.99 0.81
H5 5.34 -1.39 0.20
H6 2.03 -2.86 -2.50
H7 3.02 -2.45 -3.88
H8 2.80 0.02 -2.64
H9 1.91 -0.53 -4.02
H10 -3.68 -1.60 -2.15
H11 -2.73 -2.45 -3.37
H12 -3.22 -0.77 -3.63
H13 -4.89 -0.22 0.82
H14 -5.77 1.85 2.00
H15 -4.12 2.45 2.10
H16 -4.86 2.15 0.54
H17 -2.27 0.63 3.60
H18 -2.10 2.26 2.90
H19 0.23 0.41 3.43
H20 0.28 2.12 2.97
H21 0.30 1.43 5.38
H22 1.89 0.32 0.75
H23 2.84 0.02 -0.70
H24 1.06 3.48 -1.50
H25 2.00 2.59 -2.51
H26 2.04 3.76 0.53
H27 2.25 2.42 1.43
H28 3.84 3.15 -1.09
H29 4.19 1.85 -0.14
N6 -7.07 -0.46 2.79
H30 -7.25 -1.44 3.01
H31 -7.54 0.13 3.48
H32 -6.05 -0.29 2.82
H33 -7.43 -0.25 1.86

charge: +1
HOMO energy: -10.469 eV
maximum force: 0.84 eV Å⁻¹
HOMO-LUMO gap: 6.77 eV

=====

[6]
Formula: Cl2NO
Source: OMol25
Level of theory: the ωB97M-V functional and the def2-TZVPD basis

Positions of all 4 atoms, in Å:
N1 -0.92 -0.40 0.67
O1 -0.42 -1.21 -0.02
Cl1 2.73 0.53 -0.38
Cl2 -1.38 1.08 -0.27

ΔE to the lowest compared entry with this formula, charge and spin: 4.4 kcal/mol
charge: -1
HOMO energy: -3.549 eV
maximum force: 3.44 eV Å⁻¹
HOMO-LUMO gap: 6.02 eV

=====

no.,M (g/mol)
1,1120.9
2,718.2
3,732.1
4,477.7
5,504.4
6,100.9